--- a ---
The following is a quantum chemistry calculation of an isolated molecule of C4H7NO, from OMol25.

Values from the calculation:
**HOMO energy**: -10.3 eV
**SMILES**: N#CCCCO

```
! wB97M-V def2-TZVPD RIJCOSX def2/J DEFGRID3
* xyz 0 1
N 2.20 0.14 -1.01
C 1.18 0.64 -1.21
C -0.19 1.01 -1.22
C -0.83 -0.24 -0.19
C 0.01 -0.80 0.95
O 0.24 0.15 1.96
H -0.30 2.02 -0.81
H -0.56 1.03 -2.26
H -1.74 0.17 0.25
H -1.03 -1.09 -0.87
H -0.84 -1.51 1.19
H 0.91 -1.37 0.68
H 0.95 -0.16 2.54
*
```

Atom charges from the Löwdin analysis, given in e for atoms 1 to 2: number 1, N, carries 0.150; number 2, C, carries -0.302


--- b ---
The following is a quantum chemistry calculation of an isolated molecule of C4H7NO, from OMol25.

Values from the calculation:
**HOMO energy**: -9.8 eV
**SMILES**: CC/C=N\C=O

```
! wB97M-V def2-TZVPD RIJCOSX def2/J DEFGRID3
* xyz 0 1
C 1.20 -1.07 0.65
C -0.12 -0.90 -0.14
C 0.17 0.37 -0.88
N -0.22 1.57 -0.67
C -1.43 1.77 0.00
O -2.38 1.03 -0.10
H 1.96 -0.47 0.15
H 1.57 -2.09 0.73
H 1.06 -0.63 1.64
H -0.98 -0.84 0.52
H -0.29 -1.73 -0.83
H 0.97 0.24 -1.61
H -1.52 2.74 0.54
*
```

Atom charges from the Löwdin analysis, given in e for atoms 1 to 2: number 1, C, carries -0.093; number 2, C, carries -0.205


Short version: b is the most stable of them.


--- a ---
The following is a quantum chemistry calculation of an isolated molecule of C4H7NO, from OMol25.

Values from the calculation:
**HOMO energy**: -10.0 eV
**SMILES**: C[C@H]1CN1C=O

```
! wB97M-V def2-TZVPD RIJCOSX def2/J DEFGRID3
* xyz 0 1
C -0.36 0.23 -1.73
C 0.06 0.45 -0.30
C -0.84 0.49 0.86
N -0.10 -0.74 0.56
C 1.04 -1.02 1.33
O 1.73 -0.23 1.92
H 0.43 -0.35 -2.23
H -1.28 -0.36 -1.77
H -0.49 1.17 -2.27
H 1.00 0.97 -0.14
H -0.52 1.08 1.72
H -1.92 0.41 0.74
H 1.26 -2.10 1.32
*
```

Atom charges from the Löwdin analysis, given in e for atoms 1 to 2: number 1, C, carries -0.053; number 2, C, carries -0.320


--- b ---
The following is a quantum chemistry calculation of an isolated molecule of C4H7NO, from OMol25.

Values from the calculation:
**HOMO energy**: -10.8 eV
**SMILES**: CCOCC#N

```
! wB97M-V def2-TZVPD RIJCOSX def2/J DEFGRID3
* xyz 0 1
C -1.84 -0.70 0.12
C -0.63 0.09 -0.35
O 0.14 0.52 0.77
C 1.43 0.90 0.40
C 2.20 -0.27 -0.10
N 2.70 -1.23 -0.51
H -2.68 -0.05 0.39
H -2.18 -1.38 -0.67
H -1.55 -1.30 0.99
H -0.95 0.97 -0.94
H 0.00 -0.54 -1.00
H 1.93 1.31 1.28
H 1.44 1.67 -0.38
*
```

Atom charges from the Löwdin analysis, given in e for atoms 1 to 2: number 1, C, carries -0.066; number 2, C, carries -0.275


Short version: b is the most stable of them.


--- a ---
The following is a quantum chemistry calculation of an isolated molecule of C4H7NO, from OMol25.

Values from the calculation:
**HOMO energy**: -9.7 eV
**SMILES**: O=CNC1CC1

```
! wB97M-V def2-TZVPD RIJCOSX def2/J DEFGRID3
* xyz 0 1
O 2.59 -1.76 -0.12
C 1.70 -1.01 -0.47
N 1.17 -0.04 0.33
C -0.01 0.72 0.04
C -1.25 0.41 0.84
C -1.17 0.01 -0.60
H 1.22 -1.03 -1.48
H 1.59 0.05 1.24
H 0.16 1.76 -0.24
H -1.15 -0.38 1.58
H -1.90 1.23 1.13
H -1.75 0.58 -1.33
H -1.05 -1.04 -0.84
*
```

Atom charges from the Löwdin analysis, given in e for atoms 1 to 2: number 1, O, carries 0.010; number 2, C, carries -0.359


--- b ---
The following is a quantum chemistry calculation of an isolated molecule of C4H7NO, from OMol25.

Values from the calculation:
**HOMO energy**: -6.8 eV

```
! wB97M-V def2-TZVPD RIJCOSX def2/J DEFGRID3
* xyz 0 1
O 1.56 0.64 -1.26
C 0.24 0.15 -1.17
C -0.07 -1.26 -0.64
N -0.85 -0.63 0.51
C -0.15 0.37 1.33
C -0.62 0.72 -0.03
H 2.06 0.20 -0.56
H -0.21 0.37 -2.15
H 0.78 -1.81 -0.22
H -1.76 -1.01 0.76
H 0.90 0.14 1.53
H -0.70 0.81 2.16
H -1.45 1.43 -0.12
*
```

Atom charges from the Löwdin analysis, given in e for atoms 1 to 2: number 1, O, carries -0.038; number 2, C, carries -0.399


Short version: a is the most stable of them.


--- a ---
The following is a quantum chemistry calculation of a cluster of 2 separate species, C4H7NO in total, from OMol25.

Values from the calculation:
**HOMO energy**: -9.8 eV
**SMILES**: C=C(C)C#N.O

```
! wB97M-V def2-TZVPD RIJCOSX def2/J DEFGRID3
* xyz 0 1
C 1.02 -0.57 -0.55
C 0.54 0.66 -0.30
C -0.37 1.41 -1.25
C 0.90 1.31 0.86
N 1.16 1.99 1.75
H 0.64 -1.22 -1.27
H 1.52 -1.09 0.28
H -1.27 0.99 -1.16
H -0.32 2.47 -0.91
H -0.16 1.21 -2.31
O -0.35 -1.44 2.26
H -0.95 -1.29 2.97
H -0.33 -2.40 2.27
*
```

Atom charges from the Löwdin analysis, given in e for atoms 1 to 2: number 1, C, carries 0.079; number 2, C, carries -0.365


--- b ---
The following is a quantum chemistry calculation of an isolated molecule of C4H7NO, from OMol25.

Values from the calculation:
**HOMO energy**: -11.0 eV
**SMILES**: C[C@H](C#N)CO

```
! wB97M-V def2-TZVPD RIJCOSX def2/J DEFGRID3
* xyz 0 1
C -0.33 -1.37 -0.47
C 0.57 -0.23 0.01
C 1.04 -0.49 1.38
N 1.25 -0.59 2.51
C -0.18 1.10 0.09
O -0.50 1.48 -1.22
H 0.22 -2.30 -0.60
H -1.13 -1.54 0.26
H -0.79 -1.09 -1.42
H 1.42 -0.10 -0.67
H 0.47 1.85 0.59
H -1.07 0.96 0.72
H -0.98 2.32 -1.19
*
```

Atom charges from the Löwdin analysis, given in e for atoms 1 to 2: number 1, C, carries -0.055; number 2, C, carries -0.348


Short version: b is the most stable of them.


--- a ---
The following is a quantum chemistry calculation of a cluster of 2 separate species, BrClH2O2Si in total, from OMol25.

Values from the calculation:
**HOMO energy**: -11.0 eV
**SMILES**: O=[Si](O)Br.Cl

```
! wB97M-V def2-TZVPD RIJCOSX def2/J DEFGRID3
* xyz 0 1
O 0.12 0.06 1.18
Si 1.00 0.39 0.01
O 0.41 0.83 -1.36
Br 3.12 0.29 -0.16
H -0.43 1.08 -1.32
Cl -2.48 -1.52 0.39
H -1.73 -1.13 1.25
*
```

Atom charges from the Löwdin analysis, given in e for atoms 1 to 2: number 1, O, carries -0.355; number 2, Si, carries -0.103


--- b ---
The following is a quantum chemistry calculation of a cluster of 2 separate species, BrClH2O2Si in total, from OMol25.

Values from the calculation:
**HOMO energy**: -9.0 eV

```
! wB97M-V def2-TZVPD RIJCOSX def2/J DEFGRID3
* xyz 0 1
O -1.31 -0.56 1.51
O 0.21 -0.18 -1.45
Si 0.72 0.35 0.00
Cl 0.62 2.15 0.63
Br 2.26 -1.04 0.32
H -1.80 -0.73 0.72
H -0.71 0.01 -1.74
*
```

Atom charges from the Löwdin analysis, given in e for atoms 1 to 2: number 1, O, carries -0.386; number 2, O, carries -0.246


Short version: a is the most stable of them.


--- a ---
The following is a quantum chemistry calculation of an isolated molecule of C5H10O, from OMol25.

Values from the calculation:
**HOMO energy**: -10.1 eV
**SMILES**: CC[C@H]1O[C@H]1C

```
! wB97M-V def2-TZVPD RIJCOSX def2/J DEFGRID3
* xyz 0 1
C -1.64 -0.83 -0.77
C -0.29 -1.21 -0.17
C 0.03 -0.38 1.04
O 1.40 -0.29 1.42
C 0.76 0.89 0.94
C 1.27 1.45 -0.37
H -2.45 -1.02 -0.06
H -1.85 -1.41 -1.67
H -1.67 0.23 -1.03
H -0.26 -2.27 0.11
H 0.51 -1.07 -0.90
H -0.66 -0.48 1.89
H 0.58 1.64 1.71
H 0.84 0.95 -1.24
H 2.35 1.30 -0.43
H 1.06 2.51 -0.46
*
```

Atom charges from the Löwdin analysis, given in e for atoms 1 to 2: number 1, C, carries -0.098; number 2, C, carries -0.213


--- b ---
The following is a quantum chemistry calculation of a cluster of 2 separate species, C5H10O in total, from OMol25.

Values from the calculation:
**HOMO energy**: -8.7 eV
**SMILES**: C[C@@H]1C=CC1.O

```
! wB97M-V def2-TZVPD RIJCOSX def2/J DEFGRID3
* xyz 0 1
C 0.34 0.81 -1.48
C -0.35 0.78 -0.12
C 0.30 0.27 1.15
C -0.61 -0.71 1.34
C -1.43 -0.32 0.13
H 1.24 1.42 -1.47
H 0.60 -0.19 -1.83
H -0.34 1.24 -2.23
H -0.73 1.78 0.12
H 1.08 0.72 1.75
H -0.84 -1.30 2.22
H -2.40 0.10 0.41
H -1.58 -1.04 -0.69
O 1.86 -1.16 0.49
H 0.92 -1.46 0.63
H 1.96 -0.93 -0.44
*
```

Atom charges from the Löwdin analysis, given in e for atoms 1 to 2: number 1, C, carries -0.072; number 2, C, carries -0.337


Short version: a is the most stable of them.


--- a ---
The following is a quantum chemistry calculation of a cluster of 2 separate species, C3H11N2O in total, from OMol25.

Values from the calculation:
**HOMO energy (alpha / beta)**: 4.3 / -0.1 eV
**Expectation value of S²**: 0.75

```
! wB97M-V def2-TZVPD RIJCOSX def2/J DEFGRID3
* xyz -2 2
C 0.63 -1.24 -1.47
C 0.86 -0.23 -0.34
N -0.05 -0.43 0.80
N 1.55 -1.13 -2.60
H 0.60 -2.24 -1.01
H -0.39 -1.10 -1.83
H 1.93 -0.29 -0.07
H 0.67 0.77 -0.74
H -0.33 0.65 1.28
H 0.43 -0.94 1.53
H 2.51 -1.21 -2.32
H 1.38 -1.87 -3.28
C -1.97 1.85 2.01
O -0.64 1.85 1.73
H -2.56 1.25 1.30
H -2.24 1.44 3.02
H -2.40 2.87 2.00
*
```

Atom charges from the Löwdin analysis, given in e for atoms 1 to 2: number 1, C, carries -0.610; number 2, C, carries -0.399


--- b ---
The following is a quantum chemistry calculation of a cluster of 2 separate species, C3H11N2O in total, from OMol25.

Values from the calculation:
**HOMO energy (alpha / beta)**: 3.9 / -0.1 eV
**Expectation value of S²**: 0.75

```
! wB97M-V def2-TZVPD RIJCOSX def2/J DEFGRID3
* xyz -2 2
C -1.10 2.47 -0.99
O -1.21 3.39 -0.03
C -0.97 1.02 -0.43
N -0.63 -0.03 -1.41
H -1.94 2.43 -1.74
H -0.18 2.59 -1.66
H -0.16 1.11 0.30
H -1.88 0.76 0.10
H 0.07 0.34 -2.03
H -1.44 -0.21 -1.99
C 1.27 -1.68 0.92
N 1.57 -2.67 1.98
H 0.84 -0.75 1.27
H 0.60 -2.12 0.18
H 2.21 -1.46 0.39
H 2.23 -2.28 2.65
H 0.72 -2.91 2.49
*
```

Atom charges from the Löwdin analysis, given in e for atoms 1 to 2: number 1, C, carries -0.610; number 2, O, carries -0.391


Short version: b is the most stable of them.


--- a ---
The following is a quantum chemistry calculation of a cluster of 6 separate species, H12O6 in total, from OMol25.

Values from the calculation:
**HOMO energy**: -10.6 eV
**SMILES**: O.O.O.O.O.O

```
! wB97M-V def2-TZVPD RIJCOSX def2/J DEFGRID3
* xyz 0 1
O -21.54 9.60 24.08
H -22.12 9.42 24.84
H -20.72 9.15 24.29
O -23.57 10.09 27.15
H -23.65 10.22 28.10
H -23.66 10.97 26.77
O -25.29 10.21 21.87
H -24.58 10.10 22.50
H -25.08 11.03 21.41
O -24.49 14.44 24.44
H -24.20 13.86 25.16
H -24.96 15.15 24.88
O -23.76 11.47 24.14
H -23.00 11.03 23.72
H -23.63 12.41 23.96
O -26.44 10.81 25.02
H -25.54 11.17 24.91
H -27.02 11.49 24.66
*
```

Atom charges from the Löwdin analysis, given in e for atoms 1 to 2: number 1, O, carries -0.054; number 2, H, carries 0.039


--- b ---
The following is a quantum chemistry calculation of a cluster of 6 separate species, H12O6 in total, from OMol25.

Values from the calculation:
**HOMO energy**: -10.5 eV
**SMILES**: O.O.O.O.O.O

```
! wB97M-V def2-TZVPD RIJCOSX def2/J DEFGRID3
* xyz 0 1
O -17.52 12.35 -14.77
H -16.66 12.00 -14.53
H -17.45 12.53 -15.70
O -18.26 14.45 -12.94
H -18.54 15.24 -13.40
H -18.23 13.77 -13.62
O -20.18 10.65 -14.60
H -20.06 10.06 -15.34
H -19.29 10.85 -14.30
O -15.54 9.52 -17.14
H -15.71 9.73 -16.22
H -14.59 9.62 -17.23
O -14.57 12.33 -14.26
H -13.77 11.90 -13.97
H -14.28 13.19 -14.57
O -19.64 13.14 -16.20
H -19.85 12.35 -15.70
H -20.24 13.11 -16.95
*
```

Atom charges from the Löwdin analysis, given in e for atoms 1 to 2: number 1, O, carries -0.052; number 2, H, carries 0.016


--- c ---
The following is a quantum chemistry calculation of a cluster of 6 separate species, H12O6 in total, from OMol25.

Values from the calculation:
**HOMO energy**: -11.5 eV
**SMILES**: O.O.O.O.O.O

```
! wB97M-V def2-TZVPD RIJCOSX def2/J DEFGRID3
* xyz 0 1
O 1.72 -25.28 -33.00
H 2.61 -25.63 -32.98
H 1.59 -24.88 -32.14
O 4.10 -16.70 -28.79
H 4.29 -16.19 -29.58
H 3.79 -17.55 -29.12
O 3.19 -23.08 -29.06
H 3.81 -23.53 -28.48
H 2.42 -22.95 -28.51
O 7.44 -21.49 -37.01
H 7.14 -21.23 -37.88
H 7.38 -20.69 -36.49
O 2.44 -19.88 -32.33
H 3.10 -19.86 -33.03
H 2.73 -20.58 -31.75
O -0.69 -18.37 -37.26
H -0.32 -19.25 -37.33
H -0.89 -18.13 -38.16
*
```

Atom charges from the Löwdin analysis, given in e for atoms 1 to 2: number 1, O, carries -0.053; number 2, H, carries 0.028


Short version: b is the most stable of them.